Model one:
Computed, not measured: a single C2H7NOSi molecule, with ωB97M-V/def2-TZVPD.

Values from the calculation:
- LUMO level (eV) = 0.6
- Kohn-Sham gap (eV) = 10.16
- charge = 0
- HOMO (eV) = -9.529
- structure (SMILES) = C/C=N\[SiH2]O

Cartesian coordinates (Å):
C: 0.9155 0.6713 -0.5076
C: 1.8438 0.0436 0.4775
N: -0.2250 0.3271 -0.7921
O: -2.6984 0.5825 0.4962
Si: -1.4270 -0.7135 -0.1178
H: 1.3843 1.2206 -1.3429
H: 1.2007 -0.6558 1.1284
H: 2.5496 -0.5001 -0.1958
H: 2.3770 0.6436 1.2379
H: -2.7223 1.0769 -0.3354
H: -1.6822 -1.4305 -1.3337
H: -1.5160 -1.2658 1.2854

Model two:
Computed, not measured: a single C2H7NOSi molecule, with ωB97M-V/def2-TZVPD.

Values from the calculation:
- LUMO level (eV) = 0.9
- Kohn-Sham gap (eV) = 10.23
- charge = 0
- HOMO (eV) = -9.330
- structure (SMILES) = C1CO[SiH2]N1

Cartesian coordinates (Å):
C: -1.0728 -0.4054 -0.0011
C: -0.6678 1.0034 -0.0159
N: 0.1824 -1.2485 -0.0215
O: 0.7238 1.1862 -0.1651
Si: 1.5438 -0.2405 0.0382
H: -1.6192 -0.6282 0.8513
H: -1.5893 -0.6816 -0.8868
H: -1.0364 1.7135 -0.7229
H: -1.0375 1.5784 0.8603
H: 0.0025 -2.1388 -0.3613
H: 2.0622 -0.2617 1.4306
H: 2.5083 0.1234 -1.0059

Energy above the most stable structure, in eV: model one 0.640; model two 0.000

Model one:
Computed, not measured: a molecular structure, C7H10, with ωB97M-V/def2-TZVPD.

Values from the calculation:
- LUMO level (eV) = 1.1
- Kohn-Sham gap (eV) = 8.88
- charge = 0
- HOMO (eV) = -7.803

Cartesian coordinates (Å):
C: -1.8225 0.5663 0.0516
C: -1.3085 -0.8596 0.1301
C: 0.3567 -0.9588 -0.7684
C: 1.1656 0.3300 -0.9790
C: 1.3661 0.8704 0.4230
C: 0.8100 0.0699 1.3507
C: 0.0520 -1.0749 0.7409
H: -2.4586 0.7029 -0.8348
H: -2.4923 0.6554 0.9240
H: -1.1023 1.4021 0.1120
H: -0.7786 -1.0205 -1.1977
H: 0.7186 -1.8874 -1.2193
H: 0.6452 1.0524 -1.6286
H: 2.1229 0.0983 -1.4718
H: 1.8676 1.8182 0.6179
H: 0.8146 0.2540 2.4242
H: 0.1993 -2.0594 1.1985

Model two:
Computed, not measured: a single C7H10 molecule, with ωB97M-V/def2-TZVPD.

Values from the calculation:
- LUMO level (eV) = 1.2
- Kohn-Sham gap (eV) = 9.80
- charge = 0
- HOMO (eV) = -8.618
- structure (SMILES) = C[C@H]1C[C@H]2[C@@H]3[C@H]2[C@@H]31

Cartesian coordinates (Å):
C: 2.1580 0.0073 0.3882
C: 0.7185 -0.1426 -0.0676
C: -0.2796 -0.9615 0.7557
C: -1.5885 -0.4887 0.1314
C: -1.3315 0.1629 -1.1901
C: -1.5880 0.9994 -0.0193
C: -0.1856 1.0225 -0.4809
H: 2.7167 0.6011 -0.3471
H: 2.3069 0.4415 1.3782
H: 2.6045 -0.9945 0.3735
H: -0.2526 -0.6807 1.8130
H: -0.1240 -2.0383 0.6561
H: -2.5430 -0.9459 0.3747
H: -1.4091 -0.1555 -2.2127
H: 0.8193 -0.6375 -1.0385
H: -2.2798 1.8045 0.1729
H: 0.2580 2.0060 -0.6875

Model three:
Computed, not measured: a molecular structure, C7H10, with ωB97M-V/def2-TZVPD.

Values from the calculation:
- LUMO level (eV) = 1.0
- Kohn-Sham gap (eV) = 8.94
- charge = 0
- HOMO (eV) = -7.899

Cartesian coordinates (Å):
C: 0.6070 -0.8883 1.4466
C: 0.9320 0.4512 0.8232
C: 0.7235 0.6594 -0.6807
C: -0.0065 -0.4473 -1.4530
C: -1.4317 -0.2521 -1.0085
C: -1.5487 0.8076 -0.1967
C: -0.2878 1.6039 -0.0944
H: 1.2730 -1.6668 1.0545
H: 0.7294 -0.8460 2.5335
H: -0.4237 -1.1890 1.2306
H: 1.8849 0.8810 1.1415
H: 1.5874 1.0860 -1.1914
H: 0.3588 -1.4656 -1.2540
H: 0.1017 -0.2834 -2.5333
H: -2.2437 -0.9015 -1.3313
H: -2.4768 1.1366 0.2651
H: 0.2211 1.3143 1.2480

Model four:
Computed, not measured: a single C7H10 molecule, with ωB97M-V/def2-TZVPD.

Values from the calculation:
- LUMO level (eV) = 1.1
- Kohn-Sham gap (eV) = 10.48
- charge = 0
- HOMO (eV) = -9.342
- structure (SMILES) = C#CC1(CC)CC1

Cartesian coordinates (Å):
C: 2.0558 0.2462 -0.1116
C: 0.9125 -0.4675 0.6235
C: -0.4629 -0.1007 0.0804
C: -0.9155 -0.7063 -1.2287
C: -1.5512 -1.1481 0.0542
C: -0.8599 1.2680 0.3576
C: -1.1520 2.4091 0.6147
H: 2.4852 -0.3816 -0.8980
H: 2.8647 0.5196 0.5712
H: 1.7010 1.1685 -0.5812
H: 1.0387 -1.5552 0.5555
H: 0.9309 -0.2189 1.6908
H: -1.4991 -0.0800 -1.8962
H: -0.2232 -1.3828 -1.7241
H: -1.2959 -2.1288 0.4462
H: -2.5678 -0.8270 0.2599
H: -1.4183 3.4165 0.8477

Energy above the most stable structure, in eV: model one 1.731; model two 0.603; model three 1.457; model four 0.000

Model one:
Computed, not measured: a single C7H10 molecule, with ωB97M-V/def2-TZVPD.

Values from the calculation:
- LUMO level (eV) = 0.2
- Kohn-Sham gap (eV) = 7.69
- charge = 0
- HOMO (eV) = -7.515
- structure (SMILES) = C=CC(C=C)=CC

Cartesian coordinates (Å):
C: 0.5185 -0.7487 -1.5180
C: -0.4597 -1.4695 -2.1372
C: -0.9080 -0.4504 0.4872
C: 0.2014 -0.0765 -0.2425
C: 1.0945 0.9921 0.3027
C: 1.1187 2.2905 -0.1750
C: -0.7599 -0.4703 1.9919
H: 1.5443 -1.1699 -1.6559
H: -1.3052 -1.8826 -1.5705
H: -0.4331 -1.6054 -3.1718
H: -1.8975 -0.3621 0.0372
H: 1.3354 0.8374 1.4082
H: 1.2704 3.0359 0.6249
H: 0.9087 2.5317 -1.2223
H: -1.5493 -1.1885 2.3008
H: -0.9587 0.5331 2.4560
H: 0.2793 -0.7970 2.0846

Model two:
Computed, not measured: a single C7H10 molecule, with ωB97M-V/def2-TZVPD.

Values from the calculation:
- LUMO level (eV) = 1.1
- Kohn-Sham gap (eV) = 10.35
- charge = 0
- HOMO (eV) = -9.260
- structure (SMILES) = C#C[C@@H]1[C@H](C)[C@@H]1C

Cartesian coordinates (Å):
C: -0.6989 1.3845 -0.9500
C: -0.8457 -0.1249 -0.9610
C: 0.3082 -1.0027 -0.5635
C: 1.6778 -0.4220 -0.2990
C: -0.8444 -0.7930 0.3940
C: -0.5973 -0.0650 1.6080
C: -0.3258 0.2511 2.7362
H: 0.2601 1.7276 -1.3528
H: -1.5004 1.8617 -1.5210
H: -0.7544 1.7193 0.0964
H: -1.5524 -0.5505 -1.6712
H: 0.3223 -2.0030 -0.9897
H: 2.2536 -1.0643 0.3750
H: 2.2334 -0.3253 -1.2392
H: 1.6227 0.5684 0.1623
H: -1.5128 -1.6277 0.5767
H: -0.0360 0.3957 3.7474

Model three:
Computed, not measured: a single C7H10 molecule, with ωB97M-V/def2-TZVPD.

Values from the calculation:
- LUMO level (eV) = 0.6
- Kohn-Sham gap (eV) = 8.81
- charge = 0
- HOMO (eV) = -8.197

Cartesian coordinates (Å):
C: -1.0286 -1.7019 0.4215
C: 1.1141 -0.9146 -0.8812
C: -0.4066 -0.8731 -0.6961
C: -0.4693 0.6781 -0.7034
C: -0.2482 1.2694 0.6888
C: 1.2174 0.8041 0.6296
C: 1.0655 0.5711 -0.9365
H: -1.1406 -2.7479 0.1231
H: -2.0105 -1.3131 0.7114
H: -0.3861 -1.6862 1.3080
H: -0.7567 -1.2171 -1.6856
H: -1.1761 1.1641 -1.3823
H: -0.8725 0.8917 1.5056
H: -0.3105 2.3618 0.6681
H: 1.9906 1.5313 0.8816
H: 1.4295 -0.1147 1.1929
H: 1.7129 1.1933 -1.5564

Energy above the most stable structure, in eV: model one 2.449; model two 0.000; model three 2.246

Model one:
Computed, not measured: 4 unconnected molecules or ions with the total composition C4H14O3, with ωB97M-V/def2-TZVPD.

Values from the calculation:
- LUMO level (eV) = 0.6
- Kohn-Sham gap (eV) = 9.67
- charge = 0
- HOMO (eV) = -9.061
- structure (SMILES) = C/C=C/C.O.O.O

Cartesian coordinates (Å):
C: -0.9913 2.0360 -0.1308
C: -2.2444 2.0005 -0.6071
C: -2.5125 1.2308 -1.8642
C: -0.5769 2.6868 1.1513
H: -0.2533 1.4746 -0.6947
H: -2.9708 2.1834 0.1794
H: -1.9836 0.2788 -1.9801
H: -2.3984 1.7285 -2.8261
H: -3.5306 0.8161 -1.7973
H: 0.3887 2.4327 1.5898
H: -0.5919 3.7790 1.1230
H: -1.2853 2.4049 1.9394
H: 2.2339 -4.3580 3.5276
H: 2.4041 -5.0095 2.0598
O: 2.0671 -4.2839 2.6026
H: 1.1720 -1.0598 -2.9441
H: 0.7379 0.2460 -2.2540
O: 0.7697 -0.7140 -2.1515
H: 1.9779 -1.9659 0.1755
H: 2.2390 -0.4940 0.3418
O: 2.1472 -1.3136 0.8625

Model two:
Computed, not measured: 3 unconnected molecules or ions with the total composition C4H14O3, with ωB97M-V/def2-TZVPD.

Values from the calculation:
- LUMO level (eV) = 0.5
- Kohn-Sham gap (eV) = 10.88
- charge = 0
- HOMO (eV) = -10.363
- structure (SMILES) = CCCCO.O.O

Cartesian coordinates (Å):
C: 0.1085 2.6886 0.0638
O: -1.0939 2.2596 0.5668
C: 0.6470 1.3375 -0.3635
C: 1.4005 0.6539 0.8623
C: 2.9652 0.7591 0.5360
H: 0.0640 3.4216 -0.7959
H: 0.7676 3.2369 0.8022
H: -1.4094 3.0297 1.0315
H: 1.3721 1.4640 -1.1868
H: -0.2045 0.6514 -0.6814
H: 1.1050 -0.2855 1.1315
H: 1.1799 1.3409 1.7342
H: 3.1819 -0.0495 -0.2911
H: 3.5822 0.6060 1.4571
H: 3.1280 1.6733 0.0378
H: -2.2496 -4.4142 -0.8699
H: -3.0718 -5.5468 -1.7071
O: -2.1541 -5.1043 -1.5451
H: -3.5439 -2.5687 -0.9002
H: -2.8326 -2.2503 0.4134
O: -2.9420 -2.9034 -0.2956

Energy above the most stable structure, in eV: model one 0.000; model two 0.063

Model one:
Computed, not measured: 4 unconnected molecules or ions with the total composition C4H14O3, with ωB97M-V/def2-TZVPD.

Values from the calculation:
- LUMO level (eV) = 0.4
- Kohn-Sham gap (eV) = 9.85
- charge = 0
- HOMO (eV) = -9.483
- structure (SMILES) = C=CCC.O.O.O

Cartesian coordinates (Å):
C: -1.6927 -0.1611 -0.2234
C: -0.9760 -1.4445 0.2982
C: -1.7635 -2.2977 1.2367
C: -2.4391 -1.8201 2.2841
H: -2.7696 -0.2865 -0.1682
H: -1.3538 0.0091 -1.2344
H: -1.3890 0.6397 0.4493
H: -0.7400 -1.9493 -0.6440
H: 0.0164 -1.2058 0.6848
H: -1.8417 -3.3718 1.1016
H: -3.1580 -2.4481 2.7862
H: -2.1430 -0.9102 2.7876
H: 3.0415 -1.3105 -0.2751
H: 2.2970 -0.9974 0.9847
O: 2.6098 -0.5752 0.1743
H: 1.5359 3.1606 -1.0850
H: 2.4202 4.4005 -1.3860
O: 1.7079 4.0772 -0.8293
H: 1.7152 0.5510 -1.5801
H: 0.4033 0.7067 -2.5102
O: 1.0926 1.1474 -2.0060

Model two:
Computed, not measured: 4 unconnected molecules or ions with the total composition C4H14O3, with ωB97M-V/def2-TZVPD.

Values from the calculation:
- LUMO level (eV) = 0.5
- Kohn-Sham gap (eV) = 9.34
- charge = 0
- HOMO (eV) = -8.882
- structure (SMILES) = C/C=C/C.O.O.O

Cartesian coordinates (Å):
C: -0.3128 -1.4147 -2.0571
C: 0.1680 -0.3359 -1.1343
C: 0.5424 0.9022 -1.5058
C: 1.2589 2.0319 -0.7697
H: -0.9497 -0.9078 -2.8032
H: -1.0273 -1.8840 -1.5108
H: 0.1448 -2.2566 -2.7461
H: 0.2435 -0.6550 -0.0652
H: 0.5102 0.9892 -2.5649
H: 2.1994 1.7211 -0.3117
H: 0.7601 2.5645 0.1644
H: 1.3824 2.7386 -1.6531
H: -1.4781 1.3835 0.8907
H: -3.0549 1.0554 0.6188
O: -2.3878 1.5930 1.0562
H: -0.7602 -1.9566 3.5479
H: -1.4197 -2.8333 2.5889
O: -0.6565 -2.2426 2.6624
H: 2.3652 -0.0900 1.5428
H: 1.0133 -0.5364 2.2546
O: 1.4588 0.1335 1.7953

Model three:
Computed, not measured: 4 unconnected molecules or ions with the total composition C4H14O3, with ωB97M-V/def2-TZVPD.

Values from the calculation:
- LUMO level (eV) = 0.6
- Kohn-Sham gap (eV) = 10.01
- charge = 0
- HOMO (eV) = -9.427
- structure (SMILES) = C=CCC.O.O.O

Cartesian coordinates (Å):
C: -0.0193 -1.6013 0.1175
C: 1.1255 -0.5706 -0.4257
C: 2.4429 -1.2332 -0.6312
C: 3.5998 -1.1038 0.0285
H: -0.5813 -2.0937 -0.7574
H: -0.7241 -1.2462 0.8577
H: 0.5683 -2.2612 0.7675
H: 0.7562 -0.2669 -1.3944
H: 1.0360 0.2800 0.2726
H: 2.6230 -1.8743 -1.4689
H: 4.4692 -1.5958 -0.2955
H: 3.7183 -0.3352 0.7483
H: -0.4166 3.5610 -2.4290
H: -1.1256 2.5076 -1.6774
O: -0.2737 2.7788 -1.9322
H: -3.8557 0.4526 2.7403
H: -3.7237 1.7295 3.4755
O: -3.2033 1.1993 2.8400
H: -2.3072 0.3415 0.4527
H: -1.8757 0.4137 -0.9891
O: -2.2330 0.9181 -0.2997

Energy above the most stable structure, in eV: model one 0.000; model two 1.011; model three 0.458

Model one:
Computed, not measured: a gas-phase ion, C7H11N2O2 (charge +1), with ωB97M-V/def2-TZVPD.

Values from the calculation:
- LUMO level (spin up / spin down) (eV) = -3.3 / -9.6
- Kohn-Sham gap (spin up / spin down) (eV) = 6.08 / 5.13
- ⟨S²⟩ = 2.006
- charge = +1
- HOMO (spin up / spin down) (eV) = -9.367 / -14.704
- multiplicity = 3

Cartesian coordinates (Å):
C: -0.0958 0.9816 0.1269
C: 0.4068 1.7769 1.2768
C: 2.2159 0.8897 -0.1179
C: 0.3129 1.5112 -1.2510
C: -1.2617 0.0070 0.2963
C: -0.4282 -2.0144 1.2502
C: -0.7635 -1.9334 -1.1018
N: 1.1425 0.6321 0.7844
N: -0.8173 -1.3817 0.2238
O: 3.3539 0.6754 0.1081
O: 1.7213 1.3400 -1.2892
H: -0.1292 0.9574 -2.0839
H: 0.0858 2.5743 -1.3806
H: 0.8032 2.7671 1.0954
H: -2.0038 0.1928 -0.4813
H: -1.7261 0.1796 1.2709
H: -0.4713 -1.5619 2.2320
H: -0.0572 -3.0273 1.1624
H: -0.0274 1.6387 2.2584
H: -0.2555 -2.9000 -1.1171
H: -1.7753 -2.0536 -1.4950
H: -0.2300 -1.2514 -1.7678

Model two:
Computed, not measured: a gas-phase ion, C7H11N2O2 (charge +1), with ωB97M-V/def2-TZVPD.

Values from the calculation:
- LUMO level (spin up / spin down) (eV) = -3.7 / -7.4
- Kohn-Sham gap (spin up / spin down) (eV) = 6.61 / 6.79
- ⟨S²⟩ = 2.034
- charge = +1
- HOMO (spin up / spin down) (eV) = -10.280 / -14.197
- multiplicity = 3

Cartesian coordinates (Å):
C: -0.8580 1.2649 1.6296
C: -1.1811 -0.0019 1.2930
C: 0.3679 2.0674 1.2776
C: 0.5289 1.9503 -1.1116
C: -0.6368 -0.8322 0.2625
C: -1.1355 -2.2270 -1.6568
C: 1.5748 -0.6839 0.8737
N: 0.8559 2.3700 0.1731
N: 0.8063 0.7624 -1.4671
O: -1.4681 -1.3219 -0.5578
O: 0.5550 -1.1586 0.0330
H: -1.5810 1.7952 2.1716
H: -1.8796 -0.4533 1.8598
H: 0.6371 2.4136 2.2449
H: 0.3864 2.6301 -1.8635
H: -1.9049 -2.2015 -2.3841
H: -1.0572 -3.2893 -1.3903
H: -0.2083 -1.9186 -2.2183
H: 1.0566 -0.1957 1.8252
H: 2.2630 -0.0246 0.2428
H: 2.1232 -1.5667 1.1865
H: 0.7555 0.6214 -2.4239

Energy above the most stable structure, in eV: model one 0.000; model two 1.111

Model one:
Computed, not measured: a molecular structure, C4H5NO2S, with ωB97M-V/def2-TZVPD.

Values from the calculation:
- LUMO level (spin up / spin down) (eV) = -0.1 / -0.1
- Kohn-Sham gap (spin up / spin down) (eV) = 7.87 / 7.87
- charge = 0
- HOMO (spin up / spin down) (eV) = -7.947 / -7.946

Cartesian coordinates (Å):
C: -0.0152 -1.4185 -0.0685
C: 0.5637 -0.2221 0.0949
C: -0.2199 0.9683 -0.0789
C: 2.0880 0.0003 0.0424
N: -2.0157 0.1757 -0.2765
O: -0.2068 2.1289 -0.1141
O: -2.9569 0.7482 0.5656
S: -1.7088 -1.4880 0.0261
H: 0.6669 -2.2290 -0.1144
H: 2.3767 0.5434 -0.9994
H: 2.4820 -0.9246 0.1245
H: 2.3478 0.4885 0.9548
H: -3.4019 1.2287 -0.1566

Model two:
Computed, not measured: a single C4H5NO2S molecule, with ωB97M-V/def2-TZVPD.

Values from the calculation:
- LUMO level (eV) = -0.8
- Kohn-Sham gap (eV) = 7.69
- charge = 0
- HOMO (eV) = -8.469
- structure (SMILES) = NC(=S)/C=C\C(=O)O

Cartesian coordinates (Å):
C: 1.7900 0.1527 -0.0472
C: 0.7747 -1.0051 -0.1039
C: -0.5483 -1.0493 -0.0490
C: -1.5395 0.0362 0.0811
H: 0.2391 1.4830 -0.1440
H: 1.8492 2.1511 0.2569
H: 1.2443 -1.9866 -0.2250
H: -0.9706 -2.0415 -0.0044
H: -3.3795 0.3160 0.2023
N: 1.2953 1.3940 -0.0493
O: -2.7738 -0.4728 0.0858
O: -1.3785 1.2390 -0.0725
S: 3.3976 -0.2168 0.0692

Energy above the most stable structure, in eV: model one 4.063; model two 0.000

Model one:
Computed, not measured: a single C4H5NO2S molecule, with ωB97M-V/def2-TZVPD.

Values from the calculation:
- LUMO level (eV) = 0.4
- Kohn-Sham gap (eV) = 8.15
- charge = 0
- HOMO (eV) = -7.746
- structure (SMILES) = Nc1occ(S)c1O

Cartesian coordinates (Å):
C: 0.8357 0.1984 0.0158
C: -0.7780 1.6636 -0.0943
C: -1.3886 0.4269 0.0434
C: -0.2587 -0.5292 -0.1255
H: 2.5349 0.1176 1.1142
H: 2.8567 -0.5033 -0.5268
H: -0.8892 2.8303 -0.0893
H: -2.9858 -1.5692 -0.4296
H: 0.7810 -2.0843 -0.2850
N: 2.0417 -0.2639 0.2665
O: 0.4992 1.5327 -0.0386
O: -0.2171 -1.7818 -0.0196
S: -3.0318 -0.0378 0.1687

Model two:
Computed, not measured: a molecular structure, C4H5NO2S, with ωB97M-V/def2-TZVPD.

Values from the calculation:
- LUMO level (eV) = 0.1
- Kohn-Sham gap (eV) = 9.48
- charge = 0
- HOMO (eV) = -9.419

Cartesian coordinates (Å):
C: 0.5364 1.2274 -0.1313
C: 1.9131 1.4101 0.0741
C: 0.2463 -0.1140 -0.1850
C: -1.0504 -0.7887 -0.2086
N: 2.6256 0.3171 0.1759
O: -0.9128 -2.1424 -0.0940
O: -2.0185 -0.2443 0.6162
S: 1.7083 -1.0141 0.0219
H: -0.1856 2.0128 -0.2450
H: 2.4099 2.3599 0.1601
H: -1.8566 -0.5269 -1.6409
H: -1.7825 -2.5505 0.0033
H: -1.6333 0.0535 1.4532

Energy above the most stable structure, in eV: model one 1.463; model two 0.000